This record from OMol25 describes a structure of composition C28H70LiN5O10. The level of theory is the ωB97M-V functional and the def2-TZVPD basis.

Each line ends with the Mulliken charge.
Element x y z (Å)
O: -0.38586 9.62036 -0.68141  -0.291
O: -1.29668 -11.44938 -2.77440  -0.319
O: 1.51496 -0.77797 -1.30700  -0.770
O: -5.11610 -5.87940 -1.33629  -0.324
O: 3.76987 7.27953 1.12097  -0.304
O: -3.31125 1.70701 0.54552  -0.207
O: 1.46130 -0.06226 0.77900  -0.737
O: 2.11293 -6.87566 -0.35628  -0.353
O: 2.91493 2.51097 7.90080  -0.335
O: -0.02138 3.96854 -3.71044  -0.278
N: -3.25333 -3.59098 -0.98132  -0.612
N: 0.55960 7.02419 0.39195  -0.193
N: -2.28439 2.94850 -1.89926  -0.165
N: 1.06767 -8.60726 -2.50060  -0.380
N: 3.82108 0.95929 5.45235  -0.737
C: -2.39412 3.26652 -3.35809  -0.268
C: -4.36314 -3.63901 -1.96204  0.544
C: -1.44545 -12.75937 -3.30933  -0.694
C: 2.17858 -0.40073 -0.26681  0.649
C: -1.03864 3.08315 -4.01486  -0.910
C: 3.39630 3.48746 8.77732  -0.777
C: 1.20830 -7.18905 -2.54657  -0.472
C: 0.40323 8.24622 1.23965  -0.568
C: -0.09518 -10.75733 -3.16037  -0.551
C: 3.69177 1.32903 7.83639  -0.903
C: -5.60459 -6.91799 -2.28932  -0.706
C: -3.74865 -3.89180 -3.40709  -1.523
C: 4.89419 7.95031 0.55897  -0.855
C: 2.84570 -5.96668 0.51001  -0.850
C: -3.43021 3.13029 0.27794  -0.609
C: -0.67175 9.22447 0.64580  -0.722
C: -3.49366 3.38392 -1.21893  -0.795
C: -1.10742 10.65290 -1.24460  -0.777
C: 2.41745 -6.81965 -1.69485  -0.683
C: 3.69448 -0.18171 -0.39310  -0.783
C: -0.22327 -9.20925 -2.83658  -0.687
C: -0.14589 5.26437 -4.16373  -0.756
C: 3.13203 6.29910 0.29363  -0.436
C: -5.56673 -4.57419 -1.55625  -0.896
C: 3.17198 0.47980 6.66074  0.721
C: 1.61709 6.14513 0.87053  -0.963
C: 3.46312 -1.00235 6.88389  -1.446
C: -3.35585 1.41445 1.92118  -0.760
Li: -1.69080 -0.29306 -0.24870  0.848
H: 0.23972 -10.81693 -4.19594  0.316
H: -3.05361 2.61834 -3.93517  0.261
H: -0.04412 5.13189 -5.24086  0.347
H: -0.68937 11.65218 -1.12309  0.258
H: 0.73947 -11.15088 -2.58019  0.330
H: 3.88174 -5.79058 0.22067  0.367
H: -4.90951 -2.69621 -1.98886  0.191
H: -0.87675 10.00286 1.38078  0.447
H: 0.83408 7.25139 -0.55312  0.216
H: -0.54175 2.11596 -3.93898  0.375
H: -2.48010 1.92826 2.31761  0.347
H: -2.56353 3.62315 0.71843  0.409
H: 1.30891 5.10921 0.72920  0.377
H: 3.68013 5.37689 0.48653  0.340
H: 4.55160 -1.04111 6.92657  0.308
H: 4.14076 -0.35004 0.58701  0.281
H: -4.54449 -3.66569 -4.11673  0.396
H: 0.66797 5.90389 -3.82206  0.239
H: 0.36458 8.07016 2.31465  0.477
H: -1.08448 5.80554 -4.04416  0.271
H: 3.31230 6.45376 -0.77017  0.415
H: 3.44734 0.75152 8.72793  0.410
H: -3.69821 4.43653 -1.41462  0.436
H: -5.35496 -6.67939 -3.32317  0.306
H: -1.03197 10.47859 -2.31793  0.240
H: 4.15266 -0.88357 -1.08992  0.257
H: -2.97708 -3.20914 -3.76314  0.417
H: -1.69677 8.85948 0.71076  0.394
H: 3.91928 3.07376 9.63955  0.338
H: 4.76120 1.47333 7.99001  0.451
H: 3.13480 -1.63299 6.05770  0.374
H: 4.59318 8.72997 -0.14077  0.330
H: -2.15718 10.45997 -1.02352  0.340
H: 3.97675 1.95455 5.52540  0.254
H: -5.93861 -4.16778 -0.61569  0.371
H: 2.98903 -1.45780 7.75332  0.356
H: -4.34238 2.86658 -1.66631  0.317
H: -3.37104 -4.89707 -3.59407  0.339
H: -3.29622 0.32608 1.92313  0.252
H: -6.37550 -4.36468 -2.25633  0.427
H: 5.56518 7.38798 -0.09039  0.343
H: 2.69104 4.20536 9.19604  0.248
H: 4.14129 4.07732 8.24329  0.299
H: -1.59611 -12.57679 -4.37332  0.303
H: -1.13592 3.06052 -5.10027  0.467
H: 1.37194 8.74186 1.17619  0.283
H: 1.32560 -8.79526 -1.54236  0.270
H: 2.70596 -5.78396 -1.87426  0.537
H: -6.66590 -7.16518 -2.26508  0.296
H: -0.57361 -13.33574 -2.99980  0.276
H: -4.26645 1.78615 2.39100  0.277
H: 1.62017 6.24557 1.95588  0.365
H: 1.44149 -6.97749 -3.59010  0.319
H: -2.46358 -3.94998 -1.49853  0.280
H: -2.74211 4.29784 -3.41623  0.228
H: 3.03330 -6.52025 1.43005  0.284
H: -5.06667 -7.81649 -1.98692  0.245
H: -0.97233 -9.21910 -2.04479  0.352
H: 3.35671 -7.36383 -1.79374  0.329
H: 0.28811 -6.78246 -2.12704  0.317
H: -0.78621 -8.67615 -3.60274  0.442
H: 2.36996 -4.99565 0.64742  0.307
H: 2.10120 0.62742 6.52024  0.212
H: 3.29092 0.85514 4.59901  0.225
H: -1.36461 3.19750 -1.56446  0.248
H: 5.57009 8.46944 1.23850  0.288
H: -2.36170 -13.28885 -3.04814  0.239
H: -3.37608 -4.35600 -0.33340  0.275
H: 3.89739 0.85420 -0.66481  0.185
H: -4.35918 3.61645 0.57586  0.315

Force components x, y, z for each atom (eV/Å):
1.82 -0.98 1.18
-0.20 0.77 0.11
1.75 0.05 0.83
-1.47 -1.80 -1.50
0.84 0.83 -0.21
-0.88 1.02 -1.29
2.53 -0.48 -1.07
-0.48 0.39 2.74
-0.53 0.38 -0.24
0.52 0.12 2.57
-0.33 -0.33 -0.36
-0.11 -0.06 0.71
-1.08 -0.99 -1.96
-0.08 -1.93 0.29
0.82 0.27 -0.51
1.58 -0.39 1.35
0.01 -0.39 -1.11
0.35 1.05 -0.67
-4.74 0.74 -0.50
0.40 -0.48 -1.71
1.40 0.41 0.13
0.80 -0.50 -0.44
0.75 0.85 -2.56
0.20 1.08 0.53
-1.72 -1.02 1.11
1.07 0.60 0.93
-1.46 0.37 0.34
-0.01 0.49 -1.20
0.33 -1.29 -0.23
0.11 -0.44 -1.17
-0.53 -0.59 1.31
1.50 -0.48 0.17
-0.56 -0.67 -1.23
0.65 1.98 -0.42
-0.51 -0.51 1.05
-0.60 -1.38 0.62
0.16 0.50 -1.94
-0.75 -0.19 1.97
1.81 1.23 0.01
0.21 0.28 -0.29
1.14 -0.47 -0.44
0.35 0.12 -0.35
0.49 0.33 -0.59
0.80 0.33 -0.11
-0.62 -0.60 -0.41
-0.43 -0.13 0.51
0.10 0.76 -0.58
-0.34 0.13 0.82
0.12 -0.02 0.24
0.03 0.06 -0.90
0.45 0.58 -0.09
1.13 1.11 -0.12
-0.51 0.67 -0.11
-0.58 -0.39 1.09
0.04 -0.43 0.88
-0.02 0.21 0.13
0.13 -0.15 -0.41
-0.29 -0.49 0.10
0.06 -0.55 0.22
0.09 0.10 0.06
-0.24 -0.43 -0.19
0.00 -0.33 0.26
-0.97 -0.52 -0.17
-0.33 -0.30 0.66
-0.75 0.59 -0.22
-0.20 -0.23 0.41
0.01 0.50 0.31
0.19 0.24 0.04
-0.01 0.03 -0.22
-0.23 0.21 -0.17
0.28 0.26 0.82
-0.18 -1.23 -0.60
-0.02 -0.38 0.17
0.31 0.32 -1.08
0.09 0.29 -0.31
-0.59 0.32 -0.01
-0.32 0.95 0.29
0.06 0.13 0.09
0.03 -0.08 0.34
0.14 0.41 0.31
-0.04 -0.33 0.12
-0.19 -0.14 0.34
0.02 0.05 0.82
-0.04 -0.79 -0.44
-0.11 -1.03 0.25
-0.71 -0.45 -0.49
0.24 0.28 -0.01
0.74 -0.75 -0.47
-0.65 0.57 -0.59
0.11 0.72 -0.04
-0.32 -1.00 0.14
-0.14 0.31 -0.70
-0.19 0.55 0.50
0.00 -0.40 -0.56
-0.08 -0.17 0.10
0.66 0.05 0.06
-0.45 0.91 -0.02
0.51 0.31 -0.02
-0.07 0.22 -0.56
-0.75 0.26 0.33
0.03 0.09 -0.12
0.12 0.32 0.77
-0.18 -0.69 -1.02
0.13 1.10 -0.24
0.65 0.06 -0.57
-0.30 -0.20 0.00
-0.27 0.14 0.77
-0.23 -0.41 0.04
-0.28 0.53 0.41
-0.57 -0.41 0.82
-0.03 0.52 0.90
-0.33 -0.03 0.56
-0.10 -0.08 -0.18
-0.17 -0.56 1.13

Output
* max |F|: 4.82 eV/Å
* highest occupied orbital energy: -0.250 Ha
* total energy: -58291.5593 eV
* Kohn-Sham gap: 6.51 eV
* net charge: 0
* 2S+1: 1